A 3-piece molecular cluster, C14H25N2O6P overall in a non-equilibrium geometry, computed with the ωB97M-V functional and the def2-TZVPD basis.

Its HOMO-LUMO gap is 7.65 eV. Its SMILES is CCP(CC)C1=C(O)C(=O)OC1=O.CN(C)C=O.CN(C)C=O.

Each line ends with the Löwdin charge.
Element x y z (Å)
C1 -0.288 1.269 0.560  -0.17
C2 -1.265 0.634 -0.501  -0.40
P1 -1.745 -1.206 -0.161  1.03
C3 -2.948 -1.518 -1.596  -0.41
C4 -3.166 -0.276 -2.593  -0.17
C5 -0.263 -2.262 -0.724  -0.17
C6 1.107 -2.137 -0.396  -0.19
O1 1.656 -1.273 0.506  0.07
C7 1.754 -3.068 -1.446  -0.34
O2 2.772 -2.690 -2.003  0.12
O3 0.914 -3.901 -2.223  0.12
C8 -0.315 -3.535 -1.618  -0.41
O4 -1.246 -4.297 -1.490  0.12
H1 -0.657 1.121 1.639  0.06
H2 -0.274 2.402 0.421  0.05
H3 0.794 1.015 0.445  0.06
H4 -0.883 0.749 -1.553  0.05
H5 -2.219 1.245 -0.458  0.08
H6 -2.626 -2.327 -2.319  0.07
H7 -3.915 -1.858 -1.129  0.06
H8 -3.920 -0.568 -3.391  0.07
H9 -2.224 -0.041 -3.148  0.07
H10 -3.608 0.611 -2.069  0.06
H11 2.624 -1.316 0.560  0.13
C9 -0.031 -3.160 5.051  -0.06
N1 0.194 -1.874 4.422  -0.20
C10 1.385 -1.121 4.764  -0.04
C11 -0.676 -1.352 3.520  -0.33
O5 -0.543 -0.281 2.960  -0.03
H12 -0.087 -3.024 6.134  0.09
H13 0.801 -3.827 4.811  0.09
H14 -0.960 -3.608 4.699  0.09
H15 1.093 -0.152 5.176  0.09
H16 1.976 -0.951 3.861  0.09
H17 1.983 -1.665 5.495  0.09
H18 -1.545 -2.000 3.330  0.13
C12 2.089 4.748 -1.683  -0.06
N2 1.229 3.828 -2.399  -0.20
C13 1.707 3.231 -3.632  -0.04
C14 -0.013 3.507 -1.953  -0.35
O6 -0.779 2.744 -2.507  0.00
H19 2.326 5.595 -2.331  0.09
H20 3.012 4.233 -1.405  0.09
H21 1.599 5.115 -0.781  0.09
H22 1.032 3.498 -4.447  0.09
H23 1.713 2.144 -3.527  0.09
H24 2.713 3.582 -3.860  0.09
H25 -0.278 4.013 -1.012  0.13

***

One molecule with the formula C14H25N3 in a non-equilibrium geometry, computed with the ωB97M-V functional and the def2-TZVPD basis.

Its HOMO-LUMO gap is 9.43 eV. Its SMILES is C=C=CCNCCCNCCCNCC=C=C.

Each line ends with the Löwdin charge.
Element x y z (Å)
C1 0.193 2.954 -0.725  0.01
C2 1.421 2.506 -0.566  -0.12
C3 2.672 2.304 -0.277  -0.11
C4 3.258 1.548 0.932  -0.23
N1 4.218 0.513 0.486  -0.09
C5 3.512 -0.616 -0.095  -0.26
C6 2.598 -1.387 0.866  -0.19
C7 1.843 -2.607 0.270  -0.24
N2 0.854 -2.412 -0.795  -0.09
C8 -0.332 -1.636 -0.437  -0.26
C9 -1.230 -1.525 -1.678  -0.19
C10 -2.564 -0.824 -1.361  -0.23
N3 -2.270 0.503 -0.790  -0.08
C11 -3.389 1.395 -0.523  -0.21
C12 -4.299 0.869 0.635  -0.08
C13 -3.843 0.057 1.554  -0.13
C14 -3.333 -0.649 2.530  0.02
H1 0.068 3.746 -0.024  0.05
H2 -0.696 2.631 -1.319  0.06
H3 3.425 2.613 -1.013  0.12
H4 2.445 1.103 1.529  0.09
H5 3.799 2.260 1.614  0.13
H6 4.750 0.260 1.312  0.10
H7 4.259 -1.344 -0.552  0.14
H8 2.911 -0.166 -0.873  0.09
H9 1.829 -0.681 1.272  0.09
H10 3.165 -1.776 1.779  0.13
H11 2.602 -3.355 -0.095  0.12
H12 1.296 -3.044 1.053  0.08
H13 1.328 -1.936 -1.573  0.11
H14 -0.861 -2.158 0.421  0.14
H15 -0.006 -0.625 -0.128  0.10
H16 -1.372 -2.529 -2.032  0.10
H17 -0.645 -0.926 -2.431  0.13
H18 -3.203 -1.475 -0.723  0.11
H19 -3.153 -0.746 -2.321  0.13
H20 -1.817 0.404 0.120  0.09
H21 -4.024 1.584 -1.359  0.10
H22 -3.043 2.370 -0.217  0.10
H23 -5.352 1.132 0.699  0.10
H24 -2.928 -0.213 3.402  0.05
H25 -3.440 -1.693 2.400  0.05

***

One molecule with the formula C14H25N3O3, computed with the ωB97M-V functional and the def2-TZVPD basis.

Its HOMO-LUMO gap is 9.62 eV. Its SMILES is CCCCNC(=O)N1CCN(C(=O)[C@@H]2CCCO2)CC1.

Each line ends with the Löwdin charge.
Element x y z (Å)
C1 -5.646 -0.077 -0.116  -0.12
C2 -4.161 -0.187 -0.436  -0.27
C3 -3.489 -1.297 0.369  -0.20
C4 -1.999 -1.424 0.043  -0.19
N1 -1.262 -0.233 0.392  0.08
C5 -0.761 0.597 -0.560  -0.54
O1 -0.759 0.300 -1.740  0.05
N2 -0.291 1.827 -0.126  -0.05
C6 0.093 2.099 1.239  -0.13
C7 1.459 1.445 1.528  -0.11
N3 2.252 1.490 0.316  -0.04
C8 3.082 0.523 -0.133  -0.38
O2 3.742 0.663 -1.145  0.07
C9 3.167 -0.761 0.716  -0.24
C10 4.026 -1.808 0.008  -0.12
C11 3.021 -2.416 -0.972  -0.13
C12 1.663 -2.189 -0.285  -0.17
O3 1.896 -1.374 0.860  -0.13
C13 1.992 2.643 -0.522  -0.10
C14 0.549 2.561 -1.059  -0.11
H1 -5.797 0.139 0.939  0.07
H2 -6.156 -1.009 -0.349  0.07
H3 -6.104 0.719 -0.698  0.07
H4 -3.670 0.765 -0.221  0.11
H5 -4.027 -0.388 -1.500  0.11
H6 -3.611 -1.100 1.438  0.11
H7 -3.973 -2.251 0.150  0.11
H8 -1.570 -2.277 0.580  0.12
H9 -1.860 -1.573 -1.030  0.12
H10 -1.321 0.056 1.352  0.12
H11 -0.658 1.756 1.952  0.12
H12 0.156 3.187 1.339  0.12
H13 1.976 1.987 2.333  0.13
H14 1.315 0.408 1.826  0.11
H15 3.531 -0.511 1.719  0.16
H16 4.874 -1.353 -0.496  0.11
H17 4.374 -2.548 0.729  0.12
H18 3.210 -3.471 -1.158  0.11
H19 3.057 -1.878 -1.917  0.11
H20 0.956 -1.689 -0.954  0.11
H21 1.213 -3.118 0.077  0.12
H22 2.144 3.551 0.070  0.12
H23 2.711 2.628 -1.341  0.12
H24 0.515 2.022 -2.008  0.12
H25 0.140 3.567 -1.204  0.12

***

A 3-piece molecular cluster, C14H25N3O6PS overall in a non-equilibrium geometry, computed with the ωB97M-V functional and the def2-TZVPD basis.

Its net charge is +1. Its HOMO-LUMO gap is 6.64 eV.

Each line ends with the Löwdin charge.
Element x y z (Å)
C1 0.853 1.535 1.788  -0.09
S1 0.521 2.700 0.472  0.67
O1 -0.844 2.699 0.039  -0.29
O2 0.881 3.985 0.979  -0.28
C2 1.617 2.381 -0.983  -0.25
C3 2.593 3.577 -1.033  -0.18
O3 3.575 3.411 -2.027  -0.07
C4 3.016 2.858 -3.212  -0.15
C5 1.515 3.076 -3.289  -0.06
N1 0.810 2.242 -2.224  -0.06
C6 0.701 0.850 -2.778  -0.11
P1 0.414 -0.448 -1.516  0.41
O4 -0.489 -0.070 -0.457  -0.23
O5 1.845 -0.964 -1.001  -0.10
O6 -0.194 -1.634 -2.354  -0.08
H1 1.452 0.690 1.461  0.06
H2 1.429 2.083 2.527  0.08
H3 -0.083 1.251 2.257  0.08
H4 2.244 1.515 -0.801  0.13
H5 2.079 4.534 -1.100  0.14
H6 3.094 3.560 -0.071  0.15
H7 3.486 3.314 -4.078  0.15
H8 3.274 1.796 -3.260  0.13
H9 1.195 4.112 -3.279  0.16
H10 1.189 2.674 -4.246  0.14
H11 -0.141 2.627 -2.134  0.19
H12 1.559 0.570 -3.382  0.11
H13 -0.149 0.841 -3.456  0.14
H14 2.489 -0.827 -1.721  0.10
H15 -0.325 -2.403 -1.769  0.09
N2 -1.158 -4.648 0.578  0.01
C7 -0.568 -5.628 1.325  -0.12
C8 0.363 -5.038 2.138  -0.09
C9 0.334 -3.645 1.877  -0.09
C10 -0.615 -3.432 0.911  -0.19
H16 -1.878 -4.798 -0.107  0.15
H17 -0.861 -6.658 1.215  0.12
H18 0.994 -5.550 2.844  0.10
H19 0.938 -2.885 2.345  0.10
H20 -0.950 -2.523 0.434  0.08
N3 -2.963 -1.568 2.220  0.01
C11 -2.999 -0.242 1.877  -0.15
C12 -3.919 0.374 2.684  -0.11
C13 -4.456 -0.618 3.548  -0.11
C14 -3.845 -1.803 3.239  -0.13
H21 -2.376 -2.263 1.788  0.09
H22 -2.370 0.146 1.093  0.08
H23 -4.179 1.419 2.658  0.09
H24 -5.204 -0.476 4.310  0.09
H25 -3.961 -2.790 3.654  0.11

***

C14H25N5S4V as an isolated structure in a non-equilibrium geometry, computed with the ωB97M-V functional and the def2-TZVPD basis.

Its net charge is +3. Its expectation value of S² is 2.03. Its HOMO-LUMO gap (alpha / beta) is 5.72 / 5.93 eV. Its multiplicity is 3.

Each line ends with the Löwdin charge.
Element x y z (Å)
V1 0.533 -0.153 -0.073  0.69
S1 -0.775 2.188 -0.185  0.90
S2 -0.191 -2.435 -0.224  0.92
C1 -2.618 2.355 -0.225  -0.28
C2 -0.490 2.418 -1.967  -0.40
C3 -0.825 1.140 -2.712  -0.22
N1 -0.074 -0.023 -2.155  -0.18
C4 -0.552 -1.302 -2.766  -0.21
C5 0.000 -2.523 -2.051  -0.39
H1 0.564 2.690 -2.108  0.09
H2 -1.120 3.245 -2.318  0.11
H3 -0.552 1.237 -3.772  0.15
H4 -1.901 0.935 -2.691  0.13
H5 -0.220 -1.332 -3.811  0.15
H6 -1.653 -1.322 -2.792  0.14
H7 1.060 -2.696 -2.301  0.09
H8 -0.555 -3.422 -2.343  0.11
C6 -1.999 -2.800 -0.149  -0.24
H9 0.874 0.109 -2.528  0.10
H10 -2.406 -2.814 -1.169  0.06
H11 -2.577 -2.107 0.480  0.02
H12 -2.031 -3.805 0.296  0.07
H13 -2.954 2.407 0.815  0.05
H14 -3.115 1.518 -0.723  0.05
H15 -2.904 3.295 -0.713  0.08
C7 2.373 -0.608 -1.071  -0.21
C8 3.163 -0.657 0.123  0.08
H16 2.683 0.193 -1.771  0.10
H17 2.245 -1.555 -1.636  0.10
H18 4.219 -0.310 0.105  0.13
H19 2.990 -1.434 0.851  0.11
N2 -3.102 -0.582 1.821  0.10
C9 -1.901 -0.554 2.509  -0.61
N3 -0.706 -0.326 1.995  0.00
C10 0.252 -0.356 3.018  -0.33
C11 -0.216 -0.729 4.268  -0.28
S3 -1.911 -1.007 4.227  1.17
C12 1.507 0.194 2.647  -0.32
C13 2.686 0.417 3.340  -0.24
S4 3.797 1.345 2.376  1.19
C14 2.574 1.599 1.197  -0.68
N4 1.499 0.817 1.395  -0.12
N5 2.684 2.411 0.128  0.18
H20 -3.908 -0.596 2.438  0.12
H21 -3.161 0.114 1.086  0.08
H22 0.447 -0.833 5.115  0.11
H23 2.917 -0.058 4.286  0.11
H24 3.516 2.981 0.076  0.14
H25 1.836 2.729 -0.338  0.08

***

Record-wise calculated total energy values, in Eh: -1450.67109, -712.53334, -938.48292, -1903.47115, -3357.97212